This record from the Open Molecules 2025 dataset describes an isolated molecule of C5H12O. The level of theory is ωB97M-V with the def2-TZVPD basis set.

Values from the calculation:
- ΔE to the lowest compared entry with this formula, charge and spin (kJ/mol) = 95.17
- max |F| (hartree/bohr) = 0.0170
- lowest unoccupied orbital energy (eV) = 1.12
- HOMO-LUMO gap (eV) = 10.71
- SMILES string = CCCCOC

CARTESIAN COORDINATES (ANGSTROEM)
C -2.473878 0.649638 -0.142794
C -1.220528 -0.117614 -0.577319
C -0.310271 -0.580465 0.565058
C 1.063327 -1.107523 0.104737
O 2.119633 -0.411081 0.725085
C 2.406995 0.854635 0.142217
H -3.072781 0.035259 0.541304
H -3.105208 0.886465 -1.011416
H -2.223247 1.593864 0.366452
H -0.635742 0.511804 -1.264406
H -1.526122 -1.009435 -1.137858
H -0.117504 0.248054 1.241875
H -0.852743 -1.293929 1.204611
H 1.245007 -2.159878 0.351349
H 1.124677 -1.021454 -0.991247
H 2.625974 1.585270 0.935581
H 1.613327 1.313806 -0.495504
H 3.317165 0.725873 -0.467849

Forces on atoms 1 to 2 (eV/Å):
C 0.028 -0.113 0.047
C 0.046 -0.021 -0.079